40
Properties=species:S:1:pos:R:3:lowdin_charge:R:1 method="wB97M-V/def2-TZVPD" total_charge=-2 spin_multiplicity=5 lumo_energy_ev="4.9 / 4.9" homo_energy_ev="0.64 / 0.70"
Mn 0.93743 -0.98172 0.81775 0.504
C 1.16926 -0.03569 3.01923 -0.231
C 0.81190 1.20512 2.48421 -0.173
C -0.42059 1.07741 1.79386 -0.158
H 1.35983 2.15745 2.59690 0.084
C -0.82917 -0.30549 1.87461 -0.216
C 0.13753 -1.00414 2.72771 -0.236
H -0.00772 -1.96855 3.19298 0.087
H 2.00814 -0.21271 3.71827 0.093
H -1.01664 1.88507 1.40705 0.064
H -1.81335 -0.67230 1.59023 0.084
C 1.84349 -2.33660 -0.59856 -0.210
C 1.22942 -3.05818 0.44692 -0.216
C -0.16007 -2.75937 0.46346 -0.197
H 1.72310 -3.81630 1.10914 0.114
C -0.39560 -1.84780 -0.61367 -0.194
C 0.84051 -1.59282 -1.25832 -0.185
H 0.98168 -0.96942 -2.17358 0.110
H 2.90163 -2.39770 -0.92604 0.114
H -0.92159 -3.21646 1.09283 0.105
H -1.38358 -1.50273 -0.96074 0.086
O 0.32836 1.15700 -0.78662 -0.262
C -1.68444 1.54057 -1.86793 -0.345
C -1.01298 2.84858 -1.79123 -0.201
C -2.76899 1.12867 -0.87733 -0.074
C -1.53669 0.70813 -3.15427 -0.080
C 0.31078 2.38961 -1.11852 -0.547
H -1.56728 3.58434 -1.15151 0.094
H -0.84594 3.30979 -2.79460 0.088
H 1.20356 2.64966 -1.82251 0.079
H 0.54270 3.05344 -0.19602 0.083
H -3.70182 1.31036 -1.30700 0.027
H -2.63720 1.71546 0.05410 0.067
H -2.66593 0.05936 -0.60271 0.054
H -2.20016 1.09275 -3.87484 0.028
H -1.71160 -0.34593 -2.96561 0.050
H -0.47139 0.81229 -3.51593 0.088
S 4.86088 -2.26646 2.67809 0.460
C 3.73883 -1.53082 1.95096 -1.019
N 2.82375 -0.86387 1.33924 -0.019



42
Properties=species:S:1:pos:R:3:lowdin_charge:R:1 method="wB97M-V/def2-TZVPD" lumo_energy_ev=-0.1 relative_energy_ev=0.590 homo_energy_ev=-8.57
C -2.54057 -1.73694 -1.79730 -0.090
N -2.66713 -0.92724 -0.61301 -0.254
S -1.74520 -1.43859 0.66213 0.613
O -1.99766 -2.83935 0.82422 -0.276
O -1.94367 -0.56512 1.77656 -0.286
C -0.04110 -1.30650 0.14934 -0.579
C 0.63720 -2.20396 -0.62437 -0.143
C 1.98005 -1.84075 -0.81709 -0.098
C 2.30688 -0.67064 -0.17796 -0.436
C 3.56256 0.04555 -0.11669 -0.309
N 3.52134 1.19974 0.54974 0.079
C 4.62176 1.91296 0.66027 -0.135
C 5.83882 1.52777 0.11450 -0.062
C 5.88996 0.32887 -0.58098 -0.065
C 4.73983 -0.42892 -0.70302 -0.008
H 4.74934 -1.36703 -1.23386 0.107
H 6.81609 -0.01175 -1.02125 0.107
H 6.71616 2.14403 0.23078 0.100
H 4.52268 2.83788 1.21317 0.109
S 0.94830 -0.00780 0.67408 1.137
H 2.66972 -2.42214 -1.40164 0.109
H 0.18416 -3.09541 -1.01713 0.114
C -3.02282 0.47535 -0.77692 -0.330
C -1.82988 1.42184 -0.64632 -0.179
C -2.27367 2.86204 -0.88920 -0.190
C -3.36101 3.25305 0.10644 -0.204
C -4.55086 2.30507 -0.00616 -0.196
C -4.10859 0.86332 0.22800 -0.149
H -3.70688 0.75017 1.23396 0.105
H -4.95422 0.18160 0.12220 0.121
H -4.99419 2.39522 -1.00160 0.113
H -5.31408 2.57686 0.72487 0.109
H -3.68299 4.28016 -0.07774 0.108
H -2.95541 3.20063 1.11816 0.118
H -2.65851 2.96055 -1.90771 0.115
H -1.41617 3.52980 -0.78857 0.111
H -1.05010 1.14188 -1.35993 0.115
H -1.42726 1.33502 0.36317 0.077
H -3.43567 0.56995 -1.78942 0.154
H -2.37846 -2.76001 -1.46705 0.079
H -3.46605 -1.69460 -2.37225 0.096
H -1.70603 -1.42075 -2.43576 0.093



42
Properties=species:S:1:pos:R:3:lowdin_charge:R:1 method="wB97M-V/def2-TZVPD" lumo_energy_ev=0.6 relative_energy_ev=0.195 homo_energy_ev=-8.39
C -3.44247 5.69612 -1.51907 -0.117
H -4.33055 6.28865 -1.72832 0.070
H -3.14885 5.87767 -0.48779 0.075
H -2.64623 6.03497 -2.17770 0.074
C -3.74489 4.22080 -1.74598 -0.217
C -2.60067 3.27565 -1.48521 -0.238
C -1.33897 3.68844 -1.08296 -0.029
C -0.31885 2.77941 -0.85799 0.000
C -0.54853 1.42170 -1.03417 -0.214
C -1.81181 0.99309 -1.43758 -0.019
C -2.81706 1.90993 -1.65755 -0.044
H -3.79206 1.56367 -1.97024 0.114
H -1.99813 -0.06304 -1.57484 0.113
N 0.43172 0.43813 -0.83456 0.145
C 1.69054 0.58594 -0.36759 -0.404
O 2.22238 1.62615 -0.05525 0.092
C 2.43417 -0.77178 -0.26064 -0.236
C 3.92325 -0.56160 -0.05602 -0.014
H 4.34888 -0.10773 -0.94582 0.093
H 4.08084 0.10857 0.78444 0.088
H 4.41410 -1.51099 0.13967 0.088
H 2.23065 -1.36588 -1.16140 0.157
O 1.94055 -1.50247 0.87988 0.060
C 0.86999 -2.26129 0.74409 -0.424
O 0.20078 -2.34268 -0.25886 0.103
C 0.55732 -3.02076 2.03904 -0.196
N 1.73503 -3.27567 2.82295 0.119
C 2.24062 -4.52703 2.68441 -0.490
O 3.28123 -4.91602 3.15072 0.073
C 1.24961 -5.32217 1.84443 -0.066
H 1.05033 -6.29028 2.29855 0.122
C 0.01341 -4.42916 1.74921 -0.108
H -0.46565 -4.46333 0.77238 0.112
H -0.71696 -4.70543 2.50841 0.120
H 1.70452 -5.49608 0.86763 0.128
H 2.28351 -2.52492 3.21028 0.159
H -0.16280 -2.40502 2.59315 0.165
H 0.11252 -0.50924 -1.02006 0.112
H 0.65314 3.12193 -0.54556 0.100
H -1.12875 4.73573 -0.93788 0.103
H -4.58235 3.92627 -1.10566 0.115
H -4.07349 4.07973 -2.78054 0.116



44
Properties=species:S:1:pos:R:3:lowdin_charge:R:1 method="wB97M-V/def2-TZVPD" lumo_energy_ev=-0.4 relative_energy_ev=12.890 homo_energy_ev=-9.57
C -15.87792 2.79873 -2.57335 -0.100
C -15.47240 1.80502 -1.71545 -0.021
C -16.48211 1.10194 -1.00432 0.031
C -17.85221 1.43759 -1.15657 -0.118
C -18.27201 2.42076 -2.07369 0.022
C -17.21405 3.00366 -2.77813 -0.068
N -18.79500 0.64209 -0.37733 -0.360
O -18.44501 0.13808 0.68478 0.072
O -19.89903 0.59845 -0.70827 0.072
H -15.19627 3.41063 -3.14547 0.020
H -14.39670 1.70945 -1.72772 0.105
H -16.29834 0.25681 -0.35752 0.109
H -19.30497 2.59531 -2.33623 0.085
H -17.34645 3.73557 -3.56120 0.105
C -21.65894 1.77393 -1.85273 -0.081
C -23.09767 1.80179 -1.76360 -0.018
C -23.80982 0.94273 -2.61969 0.008
C -23.14382 0.19195 -3.64054 -0.110
C -21.72830 0.34359 -3.72845 0.000
C -21.03124 1.07689 -2.84510 -0.133
N -23.99145 -0.36960 -4.70111 -0.358
O -23.37198 -0.83712 -5.61693 0.090
O -25.22174 -0.32689 -4.55172 0.053
H -21.07165 2.33850 -1.14368 0.102
H -23.41479 2.48728 -0.99164 0.100
H -24.88606 0.89611 -2.69666 0.104
H -21.17852 -0.27706 -4.42050 0.118
H -19.96408 1.19359 -2.96323 0.079
C -16.89120 2.86348 -5.81309 -0.132
O -15.76737 3.56692 -5.40689 -0.147
C -14.69570 2.70623 -5.17695 -0.213
C -13.50136 3.39049 -4.43900 -0.197
O -13.96658 4.04444 -3.33474 -0.221
C -13.00185 4.12738 -2.34400 -0.093
H -16.71022 2.25286 -6.69768 0.096
H -17.71280 3.55219 -6.00994 0.101
H -17.30692 2.19411 -5.05995 0.077
H -14.15776 2.38032 -6.06718 0.129
H -14.94508 1.81879 -4.59526 0.123
H -13.03140 4.15808 -5.05386 0.138
H -12.82784 2.53879 -4.34382 0.134
H -12.40062 5.00043 -2.59775 0.097
H -12.35710 3.25958 -2.20492 0.099
H -13.37436 4.42800 -1.36473 0.103